{
  "formula": "C44H55F21N4O14",
  "method": "wB97M-V/def2-TZVPD",
  "species": ["C", "C", "O", "C", "O", "C", "F", "F", "F", "H", "H", "H", "H", "H", "C", "C", "O", "C", "O", "C", "F", "F", "F", "H", "H", "H", "H", "H", "C", "C", "O", "C", "O", "C", "F", "F", "F", "H", "H", "H", "H", "H", "C", "C", "O", "C", "O", "C", "F", "F", "F", "H", "H", "H", "H", "H", "C", "C", "O", "C", "O", "C", "F", "F", "F", "H", "H", "H", "H", "H", "C", "C", "O", "C", "O", "C", "F", "F", "F", "H", "H", "H", "H", "H", "C", "C", "O", "C", "O", "C", "F", "F", "F", "H", "H", "H", "H", "H", "C", "C", "C", "N", "C", "H", "H", "H", "H", "H", "C", "C", "C", "N", "C", "H", "H", "H", "H", "H", "C", "C", "C", "N", "C", "H", "H", "H", "H", "H", "C", "C", "C", "N", "C", "H", "H", "H", "H", "H"],
  "coordinates": [[-14.1091, -7.5719, 7.9934], [-14.3720, -8.5949, 9.1203], [-15.1836, -9.6368, 8.6373], [-14.6908, -10.8420, 8.3574], [-13.6144, -11.2108, 8.7206], [-15.7254, -11.7415, 7.6350], [-15.5836, -11.5470, 6.3184], [-15.4044, -13.0155, 7.8518], [-16.9620, -11.4419, 7.9860], [-13.7360, -6.6393, 8.4142], [-15.0112, -7.4796, 7.3950], [-13.2709, -7.9485, 7.4038], [-14.7718, -8.0499, 9.9774], [-13.4363, -8.9598, 9.5514], [-14.2183, -15.8061, 12.4584], [-14.8521, -14.6020, 11.7228], [-14.7842, -13.4208, 12.5276], [-15.2597, -12.2798, 12.0430], [-15.5673, -12.1193, 10.9009], [-15.4245, -11.1575, 13.1011], [-14.4277, -10.2832, 12.8484], [-16.6175, -10.6277, 12.9855], [-15.2070, -11.6005, 14.3405], [-14.8249, -15.9829, 13.3472], [-13.2233, -15.5180, 12.7900], [-14.1337, -16.6937, 11.8420], [-15.8770, -14.7621, 11.3907], [-14.2568, -14.4436, 10.8217], [-8.5061, -10.7593, 3.4105], [-7.3021, -11.4289, 4.1053], [-7.9138, -12.1138, 5.2113], [-7.6913, -11.7631, 6.4529], [-6.9993, -10.8374, 6.7886], [-8.4325, -12.6726, 7.4745], [-7.7136, -12.7626, 8.5851], [-9.5743, -12.0862, 7.8222], [-8.5093, -13.8992, 6.9562], [-8.1956, -10.2135, 2.5174], [-8.9411, -10.0180, 4.0802], [-9.2570, -11.4923, 3.1237], [-6.6128, -10.6782, 4.4845], [-6.8015, -12.1300, 3.4434], [-12.4164, -14.1470, 6.1268], [-13.4258, -15.0850, 5.4769], [-14.1673, -14.4155, 4.4524], [-13.5942, -14.0745, 3.3237], [-12.4597, -14.2441, 2.9981], [-14.6327, -13.4419, 2.3297], [-15.8081, -13.1436, 2.8847], [-14.1162, -12.2852, 1.8883], [-14.8372, -14.2409, 1.3031], [-12.0496, -14.5862, 7.0542], [-12.8524, -13.1883, 6.4106], [-11.5664, -13.9767, 5.4678], [-14.0194, -15.5656, 6.2533], [-12.9236, -15.9328, 5.0033], [-7.2121, -11.7790, 13.1061], [-8.3303, -12.4773, 13.8885], [-8.0644, -12.4893, 15.2965], [-8.8116, -11.7423, 16.0772], [-9.6303, -10.9407, 15.7178], [-8.6021, -12.0160, 17.5617], [-7.5519, -12.7858, 17.8557], [-8.4759, -10.8502, 18.2050], [-9.7075, -12.6103, 18.0257], [-6.2641, -12.0768, 13.5568], [-7.2617, -10.6980, 13.2529], [-7.2436, -12.0020, 12.0421], [-8.2517, -13.5198, 13.5811], [-9.3194, -12.0872, 13.6621], [-16.3100, -19.2857, 5.9112], [-14.7958, -19.1439, 6.0227], [-14.3820, -19.7002, 7.2726], [-13.6206, -18.9422, 8.0789], [-13.2488, -17.8281, 7.8668], [-13.1521, -19.6039, 9.3888], [-13.0469, -18.7479, 10.3892], [-14.0398, -20.5513, 9.7438], [-11.9861, -20.2272, 9.1846], [-16.5580, -18.6938, 5.0256], [-16.8682, -18.7531, 6.6803], [-16.5152, -20.3524, 5.8793], [-14.5112, -18.1044, 5.8684], [-14.3681, -19.8125, 5.2751], [-4.1210, -17.4523, 12.3294], [-3.7488, -16.1850, 11.5642], [-4.1491, -16.2169, 10.1961], [-5.2523, -15.5997, 9.8150], [-6.0435, -15.0213, 10.4987], [-5.5164, -15.7350, 8.2980], [-4.5693, -16.4127, 7.6653], [-6.6811, -16.3195, 8.0486], [-5.5493, -14.4798, 7.8187], [-3.8145, -18.3522, 11.8024], [-5.1892, -17.4273, 12.5532], [-3.6588, -17.4179, 13.3168], [-2.6614, -16.1441, 11.6246], [-4.1302, -15.2961, 12.0646], [-11.6112, -15.0561, 9.7317], [-10.2852, -15.4168, 10.0630], [-9.6935, -14.2978, 10.5814], [-10.5373, -13.2172, 10.4780], [-11.7718, -13.7308, 10.0509], [-12.2943, -15.7295, 9.2366], [-9.7372, -16.3453, 10.0290], [-8.7090, -14.1627, 11.0041], [-10.3318, -12.2807, 10.8021], [-12.5126, -12.9595, 9.8988], [-16.3157, -16.4590, 8.3728], [-15.6902, -16.9524, 9.5395], [-16.5689, -17.7650, 10.2110], [-17.7355, -17.8051, 9.5085], [-17.6015, -16.9781, 8.4264], [-15.9606, -15.8084, 7.5921], [-14.6908, -16.7609, 9.8885], [-16.4186, -18.3480, 11.1054], [-18.5356, -18.3971, 9.6303], [-18.4358, -16.8753, 7.7491], [-11.7218, -14.3848, 15.7216], [-12.2790, -13.3587, 14.9512], [-11.8386, -13.5329, 13.6627], [-10.9796, -14.5802, 13.6320], [-10.8562, -15.1208, 14.8977], [-11.8521, -14.4412, 16.7909], [-12.9544, -12.6039, 15.3189], [-11.9797, -12.9201, 12.7875], [-10.6846, -15.0294, 12.7766], [-10.2203, -15.9592, 15.1224], [-10.8869, -10.0278, 12.3168], [-11.2316, -10.2840, 10.9922], [-10.2735, -9.7737, 10.1743], [-9.4526, -9.0088, 10.9724], [-9.7699, -9.2162, 12.2926], [-11.2991, -10.2816, 13.2826], [-12.0890, -10.8846, 10.7246], [-10.1703, -9.7859, 9.1022], [-8.6425, -8.4880, 10.6875], [-9.0386, -8.8888, 13.0139]],
  "homo_energy_ha": -0.290,
  "max_force_ev_per_a": 2.57,
  "charge": 0,
  "smiles": "CCOC(=O)C(F)(F)F.CCOC(=O)C(F)(F)F.CCOC(=O)C(F)(F)F.CCOC(=O)C(F)(F)F.CCOC(=O)C(F)(F)F.CCOC(=O)C(F)(F)F.CCOC(=O)C(F)(F)F.c1cc[nH]c1.c1cc[nH]c1.c1cc[nH]c1.c1cc[nH]c1",
  "lumo_ha": 0.0186,
  "orbital_gap_ev": 8.39,
  "de_lowest_ev": 1.391
}


{
  "formula": "C4H10OS",
  "method": "wB97M-V/def2-TZVPD",
  "species": ["C", "C", "C", "C", "O", "S", "H", "H", "H", "H", "H", "H", "H", "H", "H", "H"],
  "coordinates": [[-1.2010, 1.5489, 0.4880], [0.7306, -1.7140, -0.1942], [-0.6006, 0.4268, -0.2402], [0.4364, -0.3213, 0.4738], [-0.5228, 0.6782, -1.5915], [2.0119, 0.7828, -0.0967], [-1.8611, 1.2090, 1.3341], [-1.8065, 2.2454, -0.0828], [-0.4388, 2.1080, 0.9754], [1.2286, -2.4276, 0.4133], [-0.1978, -2.2330, -0.4251], [1.4174, -1.4561, -1.0127], [-2.1156, -1.3442, -0.6921], [0.3739, -0.1893, 1.4969], [-0.0412, 0.0042, -1.9409], [2.5866, 0.6823, 1.0946]],
  "homo_energy_ha": [-0.270, -0.342],
  "max_force_ev_per_a": 4.68,
  "charge": 0,
  "lumo_ha": [-0.0156, 0.0041],
  "orbital_gap_ev": [6.92, 9.41],
  "de_lowest_ev": 4.775
}


{
  "formula": "C4H9NO",
  "method": "wB97M-V/def2-TZVPD",
  "species": ["C", "C", "C", "O", "C", "N", "H", "H", "H", "H", "H", "H", "H", "H", "H"],
  "coordinates": [[1.3417, 0.7647, -0.8178], [-1.5904, 0.3672, 0.2414], [-1.5132, -1.0365, -0.2745], [-0.4035, -1.9222, -0.0617], [0.9008, 0.5426, 0.6231], [-0.5211, 0.8947, 0.7901], [1.1873, 1.8079, -1.1216], [2.4068, 0.5368, -0.8885], [0.8106, 0.1261, -1.5344], [-2.4195, -1.4788, 0.1601], [-1.6827, -1.0253, -1.3566], [-0.4057, -2.1311, 0.8799], [1.4699, 1.2082, 1.2799], [1.0726, -0.4886, 0.9320], [-0.6537, 1.8344, 1.1484]],
  "homo_energy_ha": -0.293,
  "max_force_ev_per_a": 0.58,
  "charge": 0,
  "lumo_ha": 0.0311,
  "orbital_gap_ev": 8.81,
  "de_lowest_ev": 3.244
}